Formula: C55H69N2O7STi
Source: OMol25
Level of theory: ωB97M-V/def2-TZVPD

Properties
strongest force on any atom = 0.5 eV/Å
total charge = +1
frontier orbital gap = 7.624 eV
molar mass = 950.10 g/mol
energy relative to the best compared isomer or geometry (same formula, charge and spin) = 0.00 kcal/mol
energy = -4021.141730 hartree

Each line ends with the Mulliken charge.
Positions of all 135 atoms, in Å:
Ti -0.541 -0.646 -0.171  -0.257
C -1.306 -1.126 -3.283  -1.204
O -0.462 -0.528 -2.270  0.430
C 0.482 0.450 -2.690  0.619
C 1.810 0.066 -2.832  -0.346
C 2.280 -1.369 -2.703  -1.678
C 2.993 -1.720 -1.415  -0.180
C 4.227 -2.371 -1.411  -0.223
C 4.840 -2.787 -0.233  0.233
C 4.171 -2.551 0.973  -0.756
C 2.945 -1.909 1.018  0.209
C 2.167 -1.721 2.303  -1.051
C 1.762 -0.292 2.594  -0.403
C 2.725 0.635 2.964  -0.075
C 2.420 1.976 3.194  -0.263
C 1.093 2.372 3.065  0.072
C 0.088 1.486 2.687  -0.445
C -1.335 1.985 2.532  -1.723
C -1.705 2.679 1.234  0.295
C -2.563 3.779 1.261  -0.248
C -3.016 4.396 0.102  0.330
C -2.566 3.889 -1.122  -0.537
C -1.713 2.799 -1.202  -0.004
C -1.384 2.171 -2.541  -1.479
C 0.056 1.765 -2.766  -0.363
C 1.019 2.735 -3.025  0.020
C 2.364 2.417 -3.171  -0.166
C 2.730 1.075 -3.078  -0.336
C 3.441 3.475 -3.402  2.188
C 4.184 3.173 -4.710  -1.731
C 4.432 3.436 -2.229  -1.739
C 2.857 4.885 -3.490  -2.155
C -1.307 2.212 -0.005  0.060
O -0.489 1.129 -0.068  0.184
C -3.986 5.576 0.115  2.027
C -4.344 6.015 1.534  -2.108
C -3.358 6.770 -0.617  -1.679
C -5.280 5.162 -0.602  -1.672
C 0.460 0.171 2.466  0.468
O -0.512 -0.718 1.938  0.831
C -1.397 -1.351 2.894  -0.857
C 3.541 2.948 3.555  2.195
C 4.244 2.471 4.832  -1.758
C 3.023 4.367 3.788  -2.181
C 4.550 2.985 2.397  -1.666
C 2.392 -1.491 -0.189  0.545
O 1.223 -0.824 -0.156  0.008
C 6.201 -3.484 -0.211  1.977
C 6.781 -3.665 -1.614  -2.128
C 7.185 -2.641 0.612  -1.602
C 6.057 -4.869 0.433  -1.632
H -1.379 -0.436 -4.120  0.484
H -0.858 -2.068 -3.597  0.320
H -2.280 -1.296 -2.832  0.057
H 1.430 -2.047 -2.802  0.142
H 2.951 -1.582 -3.537  0.768
H 4.706 -2.552 -2.364  0.618
H 4.615 -2.877 1.907  0.537
H 1.276 -2.355 2.259  -0.773
H 2.771 -2.089 3.134  0.892
H 3.749 0.292 3.052  0.647
H 0.814 3.402 3.241  0.727
H -2.037 1.163 2.696  0.309
H -1.519 2.693 3.342  0.756
H -2.885 4.143 2.228  0.589
H -2.895 4.348 -2.048  0.474
H -2.044 1.309 -2.663  0.227
H -1.663 2.882 -3.323  0.629
H 0.690 3.764 -3.084  0.703
H 3.771 0.793 -3.183  0.648
H 4.667 2.195 -4.684  0.304
H 3.501 3.188 -5.561  0.370
H 4.959 3.923 -4.881  0.481
H 4.918 2.463 -2.141  0.334
H 5.210 4.188 -2.372  0.473
H 3.924 3.644 -1.286  0.382
H 2.156 4.984 -4.321  0.427
H 2.344 5.169 -2.569  0.398
H 3.664 5.600 -3.653  0.432
H -3.462 6.337 2.092  0.419
H -5.033 6.858 1.489  0.436
H -4.835 5.218 2.096  0.398
H -2.427 7.074 -0.134  0.371
H -3.136 6.537 -1.659  0.318
H -4.042 7.620 -0.604  0.460
H -5.755 4.322 -0.089  0.268
H -5.992 5.990 -0.616  0.534
H -5.091 4.872 -1.638  0.310
H -1.039 -1.110 3.892  0.419
H -2.408 -0.979 2.748  0.118
H -1.371 -2.419 2.720  -0.154
H 3.545 2.426 5.669  0.383
H 4.686 1.482 4.707  0.300
H 5.047 3.163 5.096  0.486
H 2.311 4.410 4.614  0.419
H 3.861 5.019 4.040  0.438
H 2.544 4.777 2.896  0.390
H 4.987 2.003 2.209  0.332
H 4.070 3.320 1.475  0.331
H 5.363 3.675 2.630  0.477
H 6.934 -2.708 -2.115  0.414
H 7.750 -4.160 -1.544  0.442
H 6.139 -4.285 -2.243  0.395
H 7.306 -1.649 0.173  0.360
H 6.844 -2.515 1.641  0.315
H 8.164 -3.123 0.641  0.455
H 5.362 -5.492 -0.134  0.334
H 7.023 -5.378 0.455  0.455
H 5.695 -4.801 1.460  0.319
O -3.973 0.948 -0.508  0.618
C -4.980 0.040 -0.569  0.680
C -6.271 0.431 -0.915  -1.102
C -7.295 -0.495 -0.957  -0.550
C -7.055 -1.830 -0.648  -0.920
C -5.780 -2.216 -0.291  -0.943
C -4.722 -1.302 -0.252  0.441
C -3.399 -1.819 0.175  0.285
O -3.294 -2.868 0.796  -0.887
O -2.365 -1.092 -0.173  -0.112
H -4.321 1.847 -0.575  -0.208
H -6.459 1.474 -1.148  0.489
H -8.290 -0.172 -1.232  0.443
H -7.856 -2.554 -0.683  0.416
H -5.565 -3.245 -0.035  0.458
C -0.861 -5.231 2.559  -1.230
N -0.997 -4.490 1.320  0.001
C 0.007 -4.256 0.483  0.674
N 1.206 -4.793 0.718  -0.192
S -0.250 -3.320 -0.922  -0.558
H -1.842 -5.306 3.022  0.353
H -0.181 -4.737 3.260  0.354
H -0.502 -6.245 2.373  0.414
H -1.887 -4.029 1.076  0.340
H 1.376 -5.442 1.468  0.237
H 1.959 -4.559 0.093  0.151

Formula: C55H70AuP2SSbSi
Source: OMol25
Level of theory: ωB97M-V/def2-TZVPD

Properties
strongest force on any atom = 0.4 eV/Å
total charge = +2
frontier orbital gap = 8.240 eV
molar mass = 1171.99 g/mol
energy = -3883.763848 hartree

Each line ends with the Mulliken charge.
Positions of all 131 atoms, in Å:
Au -0.151 -0.273 -0.574  1.089
C -0.505 1.887 2.047  -1.227
Si -0.311 1.962 0.195  1.241
C 1.309 2.738 -0.300  0.933
C 1.471 4.105 -0.519  -0.648
C 2.733 4.642 -0.734  -0.897
C 3.849 3.820 -0.709  -1.023
C 3.706 2.456 -0.496  -0.174
C 2.437 1.908 -0.315  0.645
P 2.165 0.127 -0.086  -1.764
C 3.063 -0.807 -1.387  1.667
C 4.598 -0.842 -1.388  -0.192
C 5.088 -1.780 -2.494  -0.787
C 4.562 -1.359 -3.861  -1.000
C 3.039 -1.290 -3.862  -0.613
C 2.536 -0.358 -2.763  -0.139
C 2.651 -0.301 1.623  0.584
C 2.411 -1.803 1.932  0.501
C 3.724 -2.574 1.992  0.916
C 4.620 -2.045 3.120  -1.131
C 4.456 -0.530 3.334  -1.072
C 4.056 0.175 2.040  -0.540
C -1.867 2.695 -0.510  0.484
C -2.236 4.007 -0.199  -0.717
C -3.478 4.499 -0.566  -1.019
C -4.379 3.674 -1.222  -0.957
C -4.031 2.370 -1.531  -0.469
C -2.767 1.881 -1.201  0.269
P -2.248 0.191 -1.632  -0.674
C -3.726 -0.871 -1.316  0.661
C -3.363 -2.197 -0.596  0.909
C -4.207 -3.373 -1.080  -0.896
C -5.685 -3.001 -1.118  -0.978
C -5.941 -1.791 -2.044  -1.102
C -4.649 -1.118 -2.520  -0.807
C -1.773 0.223 -3.419  0.620
C -2.693 1.127 -4.286  -0.692
C -2.936 0.610 -5.706  -0.769
C -1.749 -0.188 -6.221  -0.955
C -1.656 -1.473 -5.412  -0.831
C -1.482 -1.225 -3.901  0.837
H -0.884 2.862 2.367  0.410
H 0.431 1.711 2.575  0.407
H -1.239 1.140 2.355  0.425
H 0.611 4.763 -0.532  0.345
H 2.846 5.703 -0.912  0.442
H 4.834 4.237 -0.861  0.473
H 4.588 1.834 -0.474  0.399
H 2.714 -1.834 -1.214  -0.490
H 4.979 -1.191 -0.428  0.103
H 5.012 0.153 -1.564  0.188
H 4.755 -2.799 -2.268  0.261
H 6.179 -1.799 -2.496  0.453
H 4.913 -2.046 -4.632  0.454
H 4.967 -0.374 -4.114  0.361
H 2.622 -2.289 -3.694  0.218
H 2.671 -0.949 -4.832  0.511
H 1.440 -0.344 -2.773  -0.717
H 2.863 0.668 -2.960  0.485
H 1.929 0.281 2.207  0.028
H 1.733 -2.249 1.200  -1.267
H 1.912 -1.879 2.902  0.808
H 4.236 -2.495 1.028  -0.007
H 3.521 -3.638 2.136  -0.607
H 5.661 -2.280 2.896  0.367
H 4.382 -2.566 4.049  0.333
H 5.379 -0.100 3.722  0.502
H 3.689 -0.333 4.088  0.355
H 4.798 -0.037 1.269  0.150
H 4.046 1.257 2.175  0.497
H -1.566 4.648 0.362  0.413
H -3.754 5.514 -0.318  0.431
H -5.360 4.044 -1.487  0.487
H -4.761 1.743 -2.024  0.242
H -4.281 -0.245 -0.610  1.285
H -3.531 -2.065 0.476  0.108
H -2.303 -2.423 -0.716  -1.228
H -4.049 -4.219 -0.401  0.282
H -3.876 -3.698 -2.071  0.370
H -6.011 -2.771 -0.101  0.363
H -6.278 -3.855 -1.442  0.438
H -6.549 -1.048 -1.524  0.342
H -6.516 -2.094 -2.920  0.455
H -4.905 -0.191 -3.029  0.387
H -4.145 -1.739 -3.263  0.148
H -0.805 0.734 -3.387  0.721
H -2.211 2.105 -4.340  0.473
H -3.651 1.313 -3.808  -0.116
H -3.165 1.457 -6.353  0.464
H -3.816 -0.040 -5.721  0.249
H -0.828 0.398 -6.137  0.309
H -1.875 -0.424 -7.278  0.506
H -0.836 -2.100 -5.764  0.438
H -2.573 -2.041 -5.587  0.376
H -0.450 -1.450 -3.630  -0.563
H -2.074 -1.953 -3.343  -0.572
S 0.283 -2.688 -1.282  -0.375
Sb 0.009 -4.613 -0.051  0.730
C 1.868 -5.226 0.692  0.964
C 1.973 -5.659 2.009  -0.417
C 3.190 -6.142 2.472  -0.851
C 4.286 -6.198 1.622  -0.639
C 4.178 -5.756 0.309  -0.914
C 2.969 -5.263 -0.159  -0.576
C -1.311 -4.444 1.557  0.905
C -1.965 -5.579 2.029  -0.720
C -2.813 -5.468 3.123  -0.727
C -3.001 -4.237 3.735  -0.651
C -2.342 -3.109 3.264  -0.629
C -1.495 -3.209 2.171  -0.432
C -0.682 -6.109 -1.331  0.847
C -2.052 -6.302 -1.486  -0.176
C -2.508 -7.285 -2.353  -0.778
C -1.600 -8.062 -3.059  -0.608
C -0.235 -7.868 -2.898  -0.763
C 0.231 -6.891 -2.031  -0.597
H 1.119 -5.628 2.675  0.493
H 3.278 -6.481 3.495  0.457
H 5.228 -6.585 1.984  0.446
H 5.035 -5.796 -0.350  0.454
H 2.893 -4.907 -1.181  0.489
H -1.824 -6.542 1.554  0.530
H -3.326 -6.344 3.496  0.448
H -3.663 -4.156 4.587  0.436
H -2.489 -2.153 3.749  0.471
H -0.987 -2.327 1.793  0.290
H -2.765 -5.701 -0.933  0.236
H -3.571 -7.446 -2.473  0.454
H -1.958 -8.829 -3.733  0.411
H 0.469 -8.483 -3.442  0.450
H 1.297 -6.759 -1.897  0.367

Formula: C55H72F12N2O32PSSi
Source: OMol25
Level of theory: ωB97M-V/def2-TZVPD

Properties
strongest force on any atom = 12.6 eV/Å
total charge = +1
frontier orbital gap = 4.678 eV
molar mass = 1592.27 g/mol
energy = -6882.474976 hartree

Each line ends with the Mulliken charge.
Positions of all 176 atoms, in Å:
C -3.684 0.076 4.376  -0.772
C -2.925 -1.305 4.819  -0.602
C -1.801 -1.865 3.766  -0.350
C -2.612 -2.795 2.692  -0.206
P -3.284 -4.427 3.520  0.300
C -2.115 -5.077 4.868  -0.876
C -5.092 -4.263 4.071  -0.675
N -1.834 -3.276 1.502  0.163
S -2.806 -3.983 0.209  1.551
O -2.067 -3.898 -1.185  -0.583
O -3.050 -5.530 0.410  -0.640
C -4.484 -3.217 -0.056  0.580
F -5.096 -4.020 -1.184  -0.256
F -5.438 -3.345 1.069  -0.208
C -4.502 -1.664 -0.558  0.613
F -3.753 -0.714 0.345  -0.217
F -3.789 -1.557 -1.886  -0.297
C -5.974 -0.991 -0.777  0.266
F -7.111 -1.925 -0.883  -0.254
F -5.926 -0.231 -2.075  -0.251
C -6.396 0.126 0.378  0.674
F -7.871 0.368 0.157  -0.254
F -6.305 -0.424 1.771  -0.206
F -5.743 1.444 0.207  -0.208
C -0.905 -2.316 0.840  -1.282
C -0.031 -1.312 1.790  0.832
C 1.366 -2.111 2.145  -0.260
C 1.184 -3.461 3.052  -0.283
O 1.256 -4.655 2.420  -0.502
C 0.431 -0.117 0.704  -0.770
O 1.734 0.046 0.350  -0.576
N -0.553 0.836 0.042  0.225
C -0.377 0.631 -1.460  0.423
O -0.216 -0.556 -2.060  -0.431
F -0.391 1.830 -2.361  -0.214
C -0.826 -0.707 3.099  0.153
C 0.127 -0.025 4.246  0.727
F -0.646 0.771 5.277  -0.374
F 0.887 -1.033 5.076  -0.373
C 1.241 1.051 3.723  -1.010
C 0.609 2.518 3.263  0.066
Si 2.020 3.857 2.991  0.015
C 3.275 3.951 4.448  -0.977
C 1.072 5.578 2.993  -0.424
C 2.929 3.567 1.300  0.774
C 2.090 3.855 -0.079  -0.413
C 2.768 3.652 -1.568  -0.353
C 4.346 3.165 -1.703  -0.209
C 5.190 2.861 -0.311  -0.416
C 4.502 3.039 1.172  -0.456
H -4.517 -0.120 3.577  0.070
H -4.256 0.467 5.349  0.433
H -2.948 0.967 4.088  0.119
H -2.338 -1.059 5.829  0.522
H -3.754 -2.072 5.124  0.214
H -1.065 -2.546 4.414  0.130
H -3.606 -2.189 2.424  -0.455
H -2.103 -4.448 5.857  0.372
H -2.445 -6.201 5.100  0.369
H -1.037 -5.184 4.368  0.304
H -5.418 -3.133 3.874  0.154
H -5.868 -4.926 3.494  0.459
H -5.224 -4.413 5.246  0.306
H -1.242 -4.092 1.849  0.794
H -1.413 -1.659 -0.018  0.497
H -0.100 -2.975 0.251  0.125
H 1.838 -2.468 1.108  0.501
H 2.190 -1.461 2.658  0.408
H 0.964 -3.492 4.206  0.376
H -0.284 1.844 0.196  0.231
H -1.495 0.183 2.665  0.644
H 1.931 1.302 4.664  0.526
H 1.961 0.684 2.884  0.089
H -0.091 2.980 4.082  0.365
H -0.037 2.347 2.302  -0.146
H 3.862 4.985 4.343  0.276
H 2.802 3.962 5.519  0.316
H 4.130 3.120 4.383  0.241
H 0.172 5.522 2.241  -0.256
H 1.809 6.438 2.682  0.317
H 0.636 5.751 4.085  0.250
H 0.969 4.193 -0.006  0.223
H 2.092 3.863 -2.499  0.373
H 4.802 3.055 -2.778  0.267
H 6.298 2.482 -0.446  0.361
H 5.149 2.786 2.116  0.123
C -2.242 -9.126 7.288  -0.357
C -2.321 -9.127 8.780  -0.360
O -1.679 -7.919 9.140  -0.319
C -1.765 -7.086 8.062  0.623
O -1.466 -5.904 8.079  -0.520
O -2.231 -7.748 6.963  -0.232
H -3.097 -9.626 6.825  0.313
H -1.319 -9.584 6.917  0.271
H -3.354 -9.101 9.144  0.261
H -1.810 -9.986 9.223  0.305
C -1.904 3.163 -5.308  -0.017
C -1.641 1.974 -6.174  -0.278
O -1.600 2.522 -7.477  -0.305
C -1.280 3.842 -7.343  0.624
O -0.994 4.580 -8.271  -0.557
O -1.320 4.229 -6.034  -0.326
H -1.445 3.070 -4.321  0.030
H -2.974 3.364 -5.186  0.261
H -0.676 1.504 -5.957  0.252
H -2.429 1.219 -6.095  0.286
C 9.475 4.964 0.775  -0.309
C 10.259 4.947 -0.497  -0.337
O 9.399 4.282 -1.402  -0.291
C 8.128 4.437 -0.927  0.569
O 7.121 4.136 -1.546  -0.502
O 8.132 4.973 0.328  -0.272
H 9.687 5.848 1.383  0.277
H 9.640 4.067 1.380  0.264
H 10.462 5.954 -0.877  0.275
H 11.206 4.409 -0.395  0.289
C 4.644 1.568 -6.033  -0.265
C 5.431 2.382 -7.008  -0.111
O 4.927 3.691 -6.820  -0.348
C 4.402 3.737 -5.561  0.704
O 4.034 4.759 -5.006  -0.564
O 4.344 2.492 -5.005  -0.354
H 5.216 0.722 -5.640  0.313
H 3.707 1.196 -6.460  0.219
H 6.504 2.381 -6.784  0.098
H 5.283 2.054 -8.040  0.287
C -8.775 -4.751 8.019  -0.339
C -8.716 -5.457 6.703  -0.314
O -7.751 -4.718 5.980  -0.250
C -6.957 -4.095 6.899  0.642
O -5.920 -3.511 6.632  -0.598
O -7.474 -4.213 8.157  -0.306
H -9.004 -5.430 8.845  0.303
H -9.499 -3.930 8.021  0.270
H -8.370 -6.492 6.799  0.276
H -9.678 -5.451 6.184  0.277
C -1.982 4.385 -11.185  -0.097
C -1.676 2.955 -11.492  -0.239
O -1.934 2.857 -12.879  -0.336
C -1.812 4.115 -13.395  0.590
O -1.802 4.373 -14.588  -0.546
O -1.701 5.047 -12.404  -0.325
H -1.361 4.780 -10.377  0.232
H -3.036 4.542 -10.932  0.222
H -0.626 2.704 -11.309  0.264
H -2.309 2.264 -10.929  0.276
C 1.032 -6.544 -0.582  0.520
C 0.847 -7.993 -0.267  -0.386
O 1.754 -8.635 -1.143  -0.318
C 2.717 -7.720 -1.457  0.597
O 3.747 -7.983 -2.055  -0.544
O 2.378 -6.474 -1.014  -0.321
H 0.872 -5.904 0.290  -0.268
H 0.382 -6.206 -1.396  0.126
H 1.121 -8.234 0.765  0.299
H -0.176 -8.331 -0.452  0.315
C 9.521 2.165 -7.773  -0.378
C 10.305 2.148 -9.045  -0.381
O 9.445 1.483 -9.950  -0.320
C 8.174 1.638 -9.475  0.603
O 7.167 1.337 -10.093  -0.532
O 8.178 2.174 -8.220  -0.198
H 9.733 3.049 -7.165  0.330
H 9.687 1.268 -7.168  0.288
H 10.508 3.155 -9.425  0.266
H 11.252 1.610 -8.943  0.305
C -3.886 7.843 1.902  -0.378
C -4.071 6.395 2.217  -0.296
O -3.164 5.752 1.341  -0.199
C -2.201 6.667 1.027  0.596
O -1.171 6.405 0.429  -0.546
O -2.540 7.913 1.470  -0.297
H -4.047 8.483 2.774  0.294
H -4.536 8.181 1.088  0.277
H -3.797 6.153 3.249  0.274
H -5.095 6.056 2.032  0.288